(w)
One molecule with the formula C4H5NOS2. Source: OMol25; level of theory: ωB97M-V/def2-TZVPD.

Calculated values
Orbital gap ... 9.0 eV

Element x y z (Å)
C: 0.466 1.061 -0.956
C: -0.203 0.182 0.044
C: -1.518 0.261 0.623
C: 0.349 -0.811 0.678
H: 0.371 -0.096 -3.515
H: 0.368 2.149 -0.514
H: 1.457 0.573 -0.967
H: -2.288 1.229 0.423
H: 1.720 -1.911 2.552
N: -1.675 -0.663 1.528
O: -0.527 -1.326 1.733
S: -0.541 0.949 -2.602
S: 2.021 -1.597 0.974

Atomic partial charges in e from the natural (NBO) method, atoms 1 to 5:
1. C -0.493
2. C -0.234
3. C -0.015
4. C 0.185
5. H 0.174



(x)
C4H5NOS2 as an isolated structure. Source: OMol25; level of theory: ωB97M-V/def2-TZVPD.

Calculated values
Orbital gap ... 8.1 eV

Element x y z (Å)
C: -0.427 0.776 -0.018
C: 1.376 -0.327 -0.241
C: 0.334 -1.313 -0.269
C: -0.892 -0.595 -0.140
H: -2.012 2.170 1.004
H: -0.264 2.975 -0.064
H: 3.850 -0.289 -0.936
H: 0.351 -2.328 -0.627
H: -2.517 -2.220 1.137
N: -1.084 2.118 -0.010
O: 0.952 0.962 -0.097
S: 2.972 -0.764 0.246
S: -2.638 -1.164 0.015

Atomic partial charges in e from the natural (NBO) method, atoms 1 to 5:
1. C 0.457
2. C 0.034
3. C -0.264
4. C -0.302
5. H 0.408



(y)
One molecule with the formula C4H5NOS2. Source: OMol25; level of theory: ωB97M-V/def2-TZVPD.

Calculated values
Orbital gap ... 8.3 eV

Element x y z (Å)
C: 0.462 -0.787 0.347
C: 0.133 0.714 0.260
C: 1.006 1.696 0.005
C: -2.376 -0.209 -0.130
H: 2.003 -0.560 -0.978
H: 2.005 -2.029 -0.149
H: 0.619 2.707 -0.091
H: 2.078 1.394 -0.171
H: -1.828 -0.962 -0.605
N: 1.691 -1.080 -0.132
O: -0.228 -1.608 0.980
S: -1.533 1.090 0.640
S: -4.032 -0.366 0.024

Atomic partial charges in e from the natural (NBO) method, atoms 1 to 5:
1. C 0.626
2. C -0.298
3. C -0.351
4. C -0.448
5. H 0.392



(y) has the most favorable energy; the next structure is 345.2 kJ/mol above.



(w)
One molecule with the formula C4H7NOS. Source: OMol25; level of theory: ωB97M-V/def2-TZVPD.

Calculated values
Orbital gap ... 9.1 eV

Element x y z (Å)
C: 0.120 -0.323 -0.731
C: 1.444 -1.064 -0.490
C: 1.496 -2.398 -0.479
C: -0.155 0.678 0.401
H: -1.888 -0.781 -1.076
H: -1.151 -1.782 0.049
H: 0.160 0.280 -1.643
H: 2.304 -0.413 -0.266
H: 2.407 -2.939 -0.235
H: 0.549 -2.916 -0.627
H: 0.498 -0.620 1.534
N: -1.023 -1.239 -0.822
O: 0.023 0.228 1.618
S: -0.833 2.167 0.179

Atomic partial charges in e from the natural (NBO) method, atoms 1 to 5:
1. C -0.194
2. C -0.233
3. C -0.376
4. C 0.244
5. H 0.389



(x)
A 2-piece molecular cluster, C4H7NOS overall. Source: OMol25; level of theory: ωB97M-V/def2-TZVPD.

Calculated values
Orbital gap (spin up / spin down) ... 7.4 / 7.4 eV

Element x y z (Å)
C: -0.384 1.277 2.028
C: 0.530 -0.890 -1.471
C: 0.995 -0.124 -0.329
C: -0.322 0.244 -1.038
N: -1.523 0.906 2.528
O: -1.659 0.441 3.711
S: 0.698 2.428 1.951
H: 1.130 -0.794 -2.441
H: 0.151 -1.864 -1.215
H: 0.764 -0.541 0.690
H: 1.870 0.525 -0.320
H: -1.312 0.021 -0.477
H: -2.128 0.364 1.804
H: -0.332 1.145 -1.649

Atomic partial charges in e from the natural (NBO) method, atoms 1 to 5:
1. C 0.083
2. C -0.427
3. C -0.424
4. C -0.429
5. N -0.164



(w) has the most favorable energy; the next structure is 449.1 kJ/mol above.